# 1
One molecule with the formula C17H16F2N4O5, computed with ωB97M-V/def2-TZVPD.

CARTESIAN COORDINATES (ANGSTROEM)
C -8.5589 -0.2172 0.6557
C -7.1774 0.1577 0.2705
C -6.1193 -0.5787 -0.1772
C -5.0973 0.3905 -0.3602
N -3.8027 0.2203 -0.8047
C -3.2315 -0.9749 -1.1002
O -3.7881 -2.0440 -1.0383
C -1.7686 -0.8390 -1.5588
N -0.9021 -0.2996 -0.5343
C -0.8453 1.0579 -0.1996
O -1.5372 1.9201 -0.6854
N 0.1123 1.1886 0.7382
C 0.7185 -0.0658 1.1190
C 0.4417 -0.3939 2.5905
C 2.2017 -0.1294 0.8033
C 2.8942 -1.3192 1.0114
C 4.2411 -1.4034 0.7288
C 4.9188 -0.2936 0.2359
O 6.2744 -0.4642 0.0042
C 6.9217 0.4250 -0.7746
F 8.0952 -0.1139 -1.1254
F 7.2217 1.5703 -0.1054
C 4.2407 0.8952 0.0208
C 2.8842 0.9660 0.2981
C -0.0242 -1.0495 0.1987
O 0.1415 -2.2353 0.1186
N -5.5282 1.5895 -0.0423
O -6.8182 1.4509 0.3490
H -8.7367 0.0301 1.7011
H -8.7049 -1.2823 0.5069
H -9.2777 0.3363 0.0540
H -6.0502 -1.6289 -0.3556
H -3.2549 1.0774 -0.8796
H -1.7273 -0.1851 -2.4350
H -1.3967 -1.8358 -1.8075
H 0.2690 2.0519 1.2294
H 0.7065 -1.4263 2.7960
H 1.0282 0.2582 3.2337
H -0.6153 -0.2559 2.8088
H 2.3708 -2.1911 1.3677
H 4.7879 -2.3189 0.8826
H 6.3778 0.7178 -1.6942
H 4.7483 1.7751 -0.3418
H 2.3676 1.8947 0.1126

The value obtained for the energy is -1452.43414 hartree. The relative energy (zero: lowest compared OMol25 entry of this formula, charge and spin) comes out at 0.0000 eV. The value obtained for the frontier orbital gap is 0.3545 Eh. The LUMO energy comes out at 0.4 eV. Its HOMO energy is -9.20 eV.

---

# 2
An isolated ion of composition C6H14N2 and charge -1, computed with ωB97M-V/def2-TZVPD.

CARTESIAN COORDINATES (ANGSTROEM)
C 0.2728 1.7457 2.0372
N -0.2903 0.6112 1.3557
C 0.7076 -0.4040 1.1555
C 0.0947 -1.7330 0.7357
C -0.3117 -1.6453 -0.7695
C 0.5745 -0.7592 -1.5556
C -0.0136 0.5593 -1.9027
N -1.5458 0.8919 -1.8595
H 0.0595 1.7103 3.1312
H -0.2402 2.6530 1.6925
H 1.3619 1.9151 1.9645
H 1.4061 -0.5469 1.9931
H 1.1831 -0.0388 0.2088
H -0.6201 -2.1319 1.4411
H 0.9766 -2.3840 0.6581
H -0.4969 -2.6741 -1.0986
H -1.3729 -1.3433 -0.6962
H 1.1076 -1.2457 -2.3757
H 0.3951 1.3037 -2.5744
H 0.1098 0.9956 -0.8550
H -1.8733 0.6205 -0.9329
H -1.4845 1.9002 -1.7533

As for the expectation value of S²: 0.766. The value obtained for the energy is -346.35071 hartree. As for the spin multiplicity: 2. The relative energy (zero: lowest compared OMol25 entry of this formula, charge and spin) comes out at 2.6433 eV. The total charge is -1. The value obtained for the frontier orbital gap (spin up / spin down) is 0.2337 / 0.2075 Eh. The LUMO energy (spin up / spin down) comes out at 4.4 / 4.3 eV. Its HOMO energy (spin up / spin down) is -1.99 / -1.36 eV.